120
Properties=species:S:1:pos:R:3:forces:R:3 method="wB97M-V/def2-TZVPD" homo_lumo_gap_ev="4.11 / 4.13" multiplicity=1 e_tot_ev=-102321.21416 e_homo_ev="-14.6 / -14.6" total_charge=+3
W -0.050900 0.037416 0.185359 0.6461 0.6590 1.8509
C 2.657999 -1.074246 -3.286652 -0.0626 0.1889 -0.1004
C 1.945666 -1.117989 -2.106121 -0.0698 -0.3744 0.1168
N 1.087230 -0.142503 -1.740478 -0.0121 0.3725 -0.3726
C 0.957527 0.865171 -2.644546 0.3242 -0.2638 0.0034
C 1.764162 0.929345 -3.785592 -0.1604 0.0297 0.1489
N 2.601874 -0.028824 -4.111935 0.1043 -0.1016 -0.1268
C -0.053935 1.840633 -2.318905 -0.2171 0.0871 0.1467
C -0.585216 2.769066 -3.203016 0.1340 -0.0544 0.0693
C -1.643673 3.586753 -2.821581 0.0556 -0.1155 0.1742
C -2.097818 3.430985 -1.499442 0.0809 0.1144 -0.2099
C -1.536013 2.491626 -0.677426 0.1059 -0.0660 0.2811
N -0.530613 1.678938 -1.070951 -0.3737 0.6906 -0.7657
C -1.965846 2.186979 0.734042 -0.0845 -0.0792 0.1714
C -2.470651 3.390745 1.496244 0.0983 -0.1336 0.0600
N -2.189312 3.605489 2.711088 -0.3375 0.4075 -0.1411
C -1.324743 2.742315 3.368978 0.2096 -0.3913 -0.1644
C -0.621337 1.802202 2.708149 -0.0104 0.1503 0.4258
N -0.784940 1.531831 1.366628 0.0581 -0.1759 -0.7409
C -2.293547 4.517957 -3.768239 -0.1170 0.1980 -0.1284
C -1.791427 4.723418 -5.054014 0.0547 0.0186 -0.0222
C -2.468944 5.571155 -5.921002 0.0541 -0.1508 0.2762
N -3.574638 6.209083 -5.571134 -0.2634 0.3337 -0.3900
C -4.057134 6.044341 -4.350981 0.1945 -0.2076 0.1632
C -3.455941 5.207718 -3.418953 0.0133 -0.0122 0.0193
H 3.312393 -1.888550 -3.572977 0.0266 0.0029 0.1169
H 2.109727 -1.929344 -1.411911 -0.1824 -0.0513 -0.1060
H 1.741568 1.803180 -4.426924 -0.0810 -0.0408 -0.0086
H -0.180851 2.813842 -4.202106 -0.0281 0.0138 -0.0072
H -2.904493 4.041383 -1.125956 0.0099 -0.0127 0.0166
H -3.100956 4.106239 0.973967 -0.0028 -0.0176 0.0159
H -1.200382 2.912535 4.428280 0.0830 -0.0565 -0.0158
H 0.104763 1.198116 3.228891 -0.0329 0.0504 -0.0007
H -0.877876 4.263383 -5.404065 -0.0193 -0.0351 0.0200
H -2.110719 5.739680 -6.929463 0.0369 -0.0015 0.0232
H -4.956688 6.595925 -4.104224 0.0116 -0.0119 0.0125
H -3.906955 5.118838 -2.440564 -0.0247 -0.0016 -0.0230
C -0.535832 -3.305673 1.006558 0.1645 0.1676 0.0350
P -1.438783 -1.776778 1.470237 -0.2628 -0.8989 -0.0740
C -2.917387 -1.339923 0.333227 0.1959 0.2025 0.0874
C -2.817283 -0.228117 -1.534978 -0.4547 0.4111 -0.0296
C -3.815130 0.700649 -2.142311 0.1389 -0.0414 -0.0481
C -4.979805 1.019094 -1.585534 -0.0859 0.0577 0.0898
C -5.400345 0.495787 -0.259982 0.1015 0.2539 -0.2116
C -4.284526 -0.959178 0.987960 -0.0638 0.0449 0.0616
C -2.075599 -2.037640 3.145515 0.1896 0.2651 -0.0407
C -2.213091 -0.945289 4.006891 0.0494 0.0064 -0.0780
C -2.657522 -1.134833 5.304289 -0.0276 0.0101 0.1037
C -2.958890 -2.411985 5.757462 0.0045 -0.0003 -0.0447
C -2.834371 -3.498794 4.902371 -0.0091 -0.0450 0.0027
C -2.395048 -3.318762 3.600818 -0.1084 -0.0105 -0.0893
C 0.899302 -2.865632 0.934744 -0.0620 -0.1061 0.0784
C 2.035881 -3.584871 1.178414 -0.0032 0.0210 -0.0674
C 3.134750 -2.695484 1.035140 -0.0823 -0.0541 -0.0070
C 2.626459 -1.470357 0.706777 0.1269 0.0459 -0.0397
C 3.315993 -0.160625 0.459291 -0.1616 0.0266 -0.0044
P 2.075499 1.058812 1.042502 0.3780 -0.1976 -0.2500
C 2.467747 1.051338 2.816120 -0.2459 -0.0864 -0.0970
C 3.299477 2.011879 3.384967 -0.0468 -0.0236 -0.0665
C 3.694377 1.877779 4.708601 0.0419 0.0453 0.0489
C 3.280471 0.786706 5.457697 0.0033 0.0016 -0.0044
C 2.459523 -0.178992 4.888438 -0.0390 -0.0226 -0.0141
C 2.048429 -0.047759 3.572783 0.0789 0.0397 0.0097
C 2.355959 2.707565 0.375724 -0.0629 -0.0493 0.0761
C 2.964603 2.898673 -0.864221 0.0741 -0.0659 0.1032
C 3.030964 4.171439 -1.410412 0.0030 0.0492 -0.1064
C 2.488241 5.253578 -0.731284 -0.0282 -0.0061 0.0092
C 1.877408 5.066612 0.502255 -0.0369 0.0138 0.0172
C 1.802603 3.797555 1.053599 -0.0210 -0.0672 -0.0928
N 1.233521 -1.540815 0.636316 0.1147 -0.2723 0.0362
H -0.645636 -4.086233 1.754446 -0.0577 0.0350 0.0734
H -0.899971 -3.683927 0.057804 -0.0626 -0.0322 0.0840
H -1.965645 -0.312863 -2.202289 0.1414 -0.1557 0.1011
H -3.565904 1.073359 -3.128464 0.0117 0.0256 -0.0044
H -5.676005 1.652569 -2.123271 0.0491 0.0229 -0.0065
H -6.374970 0.888219 0.013275 -0.0461 -0.1076 -0.0140
H -4.461144 -1.444005 1.944984 0.0129 -0.0081 -0.0025
H -1.954423 0.055929 3.684561 0.0140 -0.0519 0.0096
H -2.754191 -0.286829 5.969314 0.0045 0.0013 -0.0090
H -3.288062 -2.565367 6.776318 -0.0099 0.0211 -0.0011
H -3.071504 -4.494949 5.251052 -0.0122 0.0093 0.0005
H -2.323816 -4.180359 2.950968 0.0444 -0.0219 0.0033
H 2.089347 -4.628120 1.447702 -0.0381 0.0111 0.0040
H 4.173085 -2.948289 1.179185 0.0186 0.0911 0.0068
H 4.234476 -0.081878 1.038666 0.0048 0.0310 0.0124
H 3.567030 -0.010440 -0.592984 -0.0040 0.0413 0.0278
H 3.646050 2.855243 2.802698 0.0123 0.0193 0.0120
H 4.334387 2.627989 5.153398 0.0065 -0.0086 -0.0098
H 3.601796 0.682615 6.485327 0.0007 0.0175 -0.0019
H 2.146689 -1.037364 5.468335 -0.0066 0.0101 0.0057
H 1.401947 -0.799126 3.130936 0.0250 -0.0498 0.0053
H 3.421362 2.067022 -1.388493 0.0049 0.0210 -0.0114
H 3.520838 4.325539 -2.363469 0.0273 -0.0139 0.0195
H 2.552952 6.246382 -1.156113 0.0139 -0.0021 -0.0020
H 1.467529 5.910614 1.041416 0.0039 0.0029 -0.0124
H 1.327319 3.650056 2.016198 -0.0064 0.0587 0.0279
O -7.376917 -3.348388 -3.022489 0.0771 0.1126 0.0904
N -6.853796 -2.459988 -2.397696 -0.1911 0.0203 -0.0485
O -7.386322 -1.470165 -1.936698 0.0651 -0.1626 -0.0549
C -5.390733 -2.554252 -2.198162 -0.1215 0.1435 -0.1744
C -4.673415 -3.408473 -3.020028 0.0475 -0.0139 0.1614
C -3.275481 -3.533878 -2.904933 0.2928 0.0091 -0.0218
C -2.541677 -4.423745 -3.717987 -0.2090 -0.0195 0.0028
C -1.182411 -4.469995 -3.570995 0.1608 -0.1265 -0.0753
C -0.578740 -3.617682 -2.648013 -0.1143 0.1272 0.0088
N -1.239279 -2.741070 -1.883714 -0.1584 -0.0775 -0.2075
C -2.562453 -2.733987 -1.980438 -0.0954 0.2904 0.0433
C -3.306886 -1.744958 -1.146238 0.0471 -0.7570 0.1001
N -2.325265 -0.040631 -0.123701 -0.3615 -0.2892 -0.4926
C -2.914367 0.943177 0.798299 -0.1977 0.1572 -0.2846
C -4.393065 0.598996 0.913262 0.1076 0.0549 0.0786
C -5.376274 -1.089206 -0.093530 -0.1171 -0.3783 0.1286
C -4.780421 -1.838995 -1.201676 0.3653 0.2278 0.1695
H -5.217858 -4.013433 -3.739383 -0.0312 0.0079 0.0165
H -3.051123 -5.058367 -4.433497 -0.0145 0.0383 -0.0087
H -0.576148 -5.142372 -4.161918 0.0059 0.0001 0.0243
H 0.491896 -3.654431 -2.518320 0.1842 0.0806 0.0568
H -2.632532 0.577060 1.791592 0.0603 -0.0257 -0.0331
H -4.819619 1.086164 1.787834 -0.0295 -0.0743 0.0364
H -6.343609 -1.469463 0.218585 -0.0092 0.0100 -0.0163